# C35H52MgN4O3Si4

C35H52MgN4O3Si4 as an isolated structure (ωB97M-V with the def2-TZVPD basis set, OMol25).

Output
Net charge: 0

The geometry in XYZ format:
```
99
Properties=species:S:1:pos:R:3:forces:R:3:mulliken_charge:R:1
Mg -19.84024 -2.91785 -7.43471 1.000 0.168 -1.017 0.7369
C -22.91349 -4.28510 -7.10928 -0.113 0.944 0.586 -1.0520
C -23.39572 -2.82925 -7.39740 -0.110 -0.023 -0.521 -1.3851
C -22.60948 -1.65495 -6.86710 0.325 1.486 2.371 0.6894
C -23.18290 -0.70731 -5.98191 0.287 -0.964 -0.339 -0.7656
C -22.52436 0.48564 -5.63939 -0.254 -0.380 -0.964 -0.5964
C -21.33345 0.77060 -6.30462 0.670 -0.876 0.239 -0.9784
C -20.72062 -0.28461 -7.03165 -0.795 1.884 0.503 -0.0114
N -21.32090 -1.44445 -7.22015 -0.713 -1.133 -0.977 0.5568
N -21.48703 -4.56909 -7.49012 -0.323 -0.375 0.389 0.7564
C -20.97555 -5.56951 -6.52767 1.563 0.166 0.465 -1.9629
C -20.13098 -4.94604 -5.39854 0.476 0.015 -0.629 1.0012
C -19.79793 -5.73130 -4.31450 -0.320 -0.025 0.967 -0.9931
C -19.26536 -5.09822 -3.18288 -0.674 1.970 -0.663 -0.7582
C -19.21347 -3.66633 -3.20492 0.805 -1.932 0.367 -0.4922
C -19.32679 -3.03033 -4.41466 -0.302 1.167 0.803 -0.4944
N -19.69532 -3.67647 -5.50332 -1.586 -0.628 -0.859 1.1683
C -21.35342 -5.14541 -8.84995 -1.185 1.137 0.497 -1.1908
C -19.91615 -5.45364 -9.10291 2.363 0.956 -1.196 0.5743
C -19.63801 -6.33036 -10.16613 -0.006 0.745 1.616 -1.0711
C -18.34290 -6.53863 -10.54878 1.468 0.683 0.749 -0.6966
C -17.33799 -5.70322 -10.00172 -0.042 -1.257 -0.644 -0.8909
C -17.65085 -4.85967 -8.97641 -0.365 1.506 0.659 -0.7127
N -18.91025 -4.73167 -8.47472 -1.418 -0.830 -1.254 0.4704
H -23.58197 -5.01062 -7.58572 0.039 0.128 -0.277 0.3603
H -23.06113 -4.47596 -6.02731 0.461 0.230 -0.462 0.6095
H -24.49244 -2.67816 -7.14357 1.383 -0.425 -0.185 0.5439
H -23.29091 -2.64316 -8.46753 -0.378 -0.298 -0.352 0.2781
H -24.11364 -0.98182 -5.49161 -0.068 0.278 -0.265 0.4388
H -23.05660 1.15456 -4.96082 0.535 0.021 -0.159 0.4162
H -20.72953 1.66739 -6.17027 -0.501 -0.081 0.018 0.5513
H -19.76059 -0.12244 -7.52677 -0.036 -0.284 0.425 0.2260
H -20.31917 -6.35049 -6.98757 -0.781 0.636 0.074 0.4024
H -21.81039 -6.05429 -6.04391 -0.181 -0.460 0.091 0.9486
H -20.11715 -6.77925 -4.33061 0.402 0.322 0.191 0.4834
H -19.00966 -5.58928 -2.26393 -0.009 -0.444 0.107 0.4841
H -18.93992 -3.09300 -2.33057 -0.018 -0.152 0.005 0.4792
H -19.26067 -1.92817 -4.46395 0.478 -0.746 -0.271 0.0227
H -21.77398 -4.40505 -9.59735 0.720 -0.604 0.655 0.5019
H -22.00059 -6.03257 -8.93059 0.325 -0.085 -0.082 0.6332
H -20.47944 -6.82333 -10.56936 -0.559 -0.771 -0.621 0.5837
H -18.03715 -7.36278 -11.15960 -0.135 -0.057 -0.740 0.4471
H -16.29452 -5.75074 -10.33742 -0.570 -0.105 0.110 0.4774
H -16.86423 -4.15601 -8.60752 -0.942 -0.664 0.081 0.6547
C -13.66854 -2.86895 -7.50204 0.619 -0.059 0.489 -1.2138
Si -14.62679 -2.34828 -5.96866 -1.490 1.450 0.293 0.5073
C -15.65854 -3.87387 -5.49891 -0.048 0.352 -0.103 -0.4885
C -13.45165 -1.89545 -4.57232 1.749 -1.338 -0.129 -1.1502
Si -16.13694 -0.55833 -6.19319 -1.400 -0.493 -0.159 0.2180
Si -16.96194 0.21074 -4.04736 0.858 -0.987 -1.269 0.3186
C -16.81956 -1.31361 -2.91189 0.127 0.415 0.271 -0.7896
C -15.99537 1.52666 -3.18609 1.218 1.512 -0.330 -1.1969
C -18.72323 0.90739 -3.99805 -0.607 -0.261 0.170 -0.9702
Si -15.18865 1.17322 -7.41206 -0.731 0.168 0.435 0.7061
C -14.15438 2.12292 -6.16457 1.426 1.052 -0.453 -1.0916
C -14.04503 0.76501 -8.83561 -0.226 0.299 -0.513 -1.0944
C -16.57182 2.33377 -8.05397 -0.162 0.269 0.606 -1.1156
H -12.76433 -2.26181 -7.58819 -0.047 0.111 -0.093 0.3379
H -14.23192 -2.75432 -8.41808 -0.232 -0.061 -0.215 0.2168
H -13.31527 -3.90343 -7.38630 -0.185 0.062 -0.141 0.3988
H -14.93770 -4.62959 -5.25872 0.277 -0.875 0.457 0.4811
H -16.25242 -4.23786 -6.32754 0.039 -0.008 -0.585 -0.2294
H -16.40215 -3.75567 -4.71332 0.316 0.141 0.350 0.0114
H -13.13133 -2.87045 -4.12699 -0.043 0.620 0.159 0.3232
H -13.81592 -1.23839 -3.78914 -0.257 -0.034 -0.077 0.2187
H -12.49648 -1.46130 -4.97026 -0.820 -0.149 0.194 0.2890
H -15.81733 -1.28367 -2.46071 -0.305 0.109 0.167 0.3129
H -16.84611 -2.25475 -3.43837 -0.215 -0.191 -0.237 -0.1053
H -17.59183 -1.30646 -2.13159 0.238 -0.050 0.112 0.3183
H -14.92242 1.29170 -3.10029 -0.305 -0.250 0.011 0.2605
H -16.35910 1.72676 -2.19476 -0.278 0.062 0.721 0.4177
H -15.96801 2.51933 -3.70285 -0.330 -0.752 0.171 0.2464
H -18.96096 1.35927 -3.02125 0.235 -0.003 -0.200 0.4536
H -19.55330 0.21871 -4.20404 0.277 -0.170 0.018 0.3029
H -18.82573 1.66942 -4.76394 0.124 0.362 -0.096 0.0521
H -13.19237 2.52122 -6.63419 -1.303 0.075 0.315 0.3417
H -13.73446 1.42936 -5.42653 -0.582 0.225 0.244 0.2230
H -14.76052 2.95424 -5.72609 0.766 -0.646 0.001 0.2036
H -13.04364 0.55109 -8.47722 0.154 -0.294 0.072 0.3298
H -13.94772 1.59988 -9.55650 -0.166 -0.237 0.364 0.3523
H -14.46971 -0.08047 -9.36808 0.177 -0.250 -0.220 0.2247
H -17.20263 2.72507 -7.22766 0.080 -0.653 -0.193 0.2548
H -17.21245 1.90093 -8.83311 0.160 -0.036 0.244 0.1794
H -16.15763 3.26039 -8.42713 0.421 0.282 -0.532 0.4338
O -21.08138 -1.61065 -10.61701 1.073 -0.689 0.771 -0.7004
C -20.22495 -1.29799 -11.61201 0.661 -0.286 0.040 0.2720
C -20.70785 -1.08784 -12.89349 -0.794 0.224 -1.259 -0.6596
C -19.86809 -0.67402 -13.93687 0.540 0.066 1.850 -0.4692
C -18.50971 -0.50982 -13.64106 0.330 0.089 -1.737 -0.5016
C -18.00412 -0.80784 -12.39397 1.499 0.005 0.224 -0.5807
C -18.83485 -1.22056 -11.34441 -0.230 0.776 0.462 0.3016
C -18.28703 -1.36986 -9.90899 1.102 -0.813 -0.355 0.7744
O -17.10698 -1.13388 -9.68733 -1.359 -0.208 -0.118 -0.5684
O -19.14989 -1.87565 -9.01549 0.162 0.193 -0.766 -0.4093
H -20.36723 -1.85820 -9.87751 -1.380 0.537 -0.267 0.2101
H -21.78644 -1.24006 -13.07312 0.621 0.196 0.183 0.3432
H -20.21913 -0.37321 -14.89953 -0.424 -0.190 -0.443 0.4258
H -17.82119 -0.18954 -14.47558 -0.748 -0.326 1.149 0.3022
H -16.88416 -0.70260 -12.29358 -1.495 -0.182 0.456 0.3267
```
Positions in Å, forces in eV/Å.

***

# C20H16Cl2IN4O8SSc

C20H16Cl2IN4O8SSc as an isolated structure (ωB97M-V with the def2-TZVPD basis set, OMol25).

Output
Relative energy (zero: lowest compared OMol25 entry of this formula, charge and spin) (eV): 0.8927
Net charge: 0

The geometry in XYZ format:
```
53
Properties=species:S:1:pos:R:3:forces:R:3:mulliken_charge:R:1
Sc -0.29017 -0.02815 0.48023 -0.349 -0.900 -0.367 0.3034
O -2.03541 -0.90669 0.97303 -0.999 -0.519 0.386 -0.6262
N -2.28399 -1.64665 2.04311 0.050 -0.133 0.317 0.4975
C -3.56527 -1.79737 2.43107 -0.285 0.016 -0.007 -0.2891
C -3.90021 -2.59414 3.48960 0.031 0.001 -0.007 -0.7443
C -2.88088 -3.26311 4.17401 0.088 0.008 -0.025 -0.1494
C -1.57885 -3.08745 3.78030 -0.175 0.040 0.040 -0.9066
C -1.25098 -2.24869 2.69972 0.097 0.050 -0.131 0.7510
S 0.34376 -1.98012 2.16415 0.096 -0.014 -0.181 -0.5499
H -4.28429 -1.24835 1.84251 0.073 0.029 -0.043 0.4480
H -4.93554 -2.69023 3.77917 -0.009 0.019 -0.033 0.4084
H -3.11988 -3.90885 5.00824 0.031 0.009 0.010 0.3840
H -0.75801 -3.57297 4.28639 -0.006 -0.005 0.016 0.4455
C -1.06726 1.88174 -3.08363 -0.008 0.014 0.040 -0.9578
C -1.11907 2.50624 -1.73658 0.025 -0.123 -0.034 0.3342
N -0.93747 1.88472 -0.58776 -0.164 0.177 0.188 0.0435
C -1.05286 2.83659 0.40176 -0.007 0.111 0.032 0.2437
C -1.32162 4.04794 -0.16599 0.020 -0.110 0.115 -0.0643
N -1.35542 3.81352 -1.51460 -0.028 0.027 0.043 0.0066
C -1.57605 5.41387 0.35409 0.024 0.043 -0.049 0.4825
O -1.51697 5.55882 1.65206 -0.118 0.402 -0.070 -0.5437
O -1.82336 6.30623 -0.42550 0.007 -0.020 -0.035 -0.6382
C -0.83744 2.45237 1.83243 -0.083 0.321 -0.082 0.7855
O -0.96017 3.31230 2.70657 0.036 -0.226 0.064 -0.8611
O -0.53561 1.22628 2.01036 -0.111 0.780 0.531 -0.3468
H -0.74565 0.84944 -2.97794 0.020 -0.015 -0.019 -0.0938
H -0.35749 2.40768 -3.72258 -0.014 -0.014 -0.021 0.3685
H -2.04971 1.90443 -3.55823 0.018 0.008 -0.020 0.3332
H -1.53179 4.54536 -2.18607 -0.002 0.000 -0.031 0.2398
H -1.30589 4.69148 2.12193 0.074 -0.159 0.121 0.4540
Cl 7.25535 -0.06681 -0.85002 0.122 0.006 0.016 -0.2354
C 5.53824 0.02964 -0.63352 -0.097 0.002 0.002 0.3350
C 4.98425 1.14765 -0.02448 0.163 -0.019 0.007 -0.7469
C 3.62028 1.21329 0.14881 -0.378 -0.201 -0.054 0.7109
Cl 2.89177 2.57976 0.91717 0.110 0.116 0.036 -0.1903
C 2.74981 0.19376 -0.29566 0.534 -0.041 0.124 -0.4531
O 1.45913 0.31042 -0.11599 1.659 0.143 -0.568 0.3210
C 3.35628 -0.91642 -0.93271 -0.368 0.451 0.149 0.8105
C 2.50449 -1.92925 -1.59093 -0.092 -0.171 -0.112 -0.8877
O 1.39836 -2.22379 -0.83134 0.025 -0.033 0.004 -0.1277
C 4.73616 -0.99524 -1.08392 -0.074 -0.029 0.000 -1.3338
H 5.62189 1.95285 0.31210 -0.042 0.014 0.035 0.4618
H 3.04724 -2.82207 -1.90217 -0.029 0.021 -0.015 0.8010
H 5.17691 -1.85501 -1.57287 0.013 0.025 -0.030 0.4154
N -1.55656 -2.73519 -2.76481 -0.064 -0.005 -0.061 -0.3332
C -0.75959 -2.20313 -1.83402 0.212 0.072 -0.051 0.5507
O -0.96390 -1.08387 -1.36937 0.099 -0.151 -0.425 -0.1986
C 0.38684 -3.06801 -1.31650 0.229 0.231 0.030 -0.8887
I 2.02639 -1.06118 -3.64319 -0.234 -0.199 0.195 -0.0792
H -2.28920 -2.16162 -3.14821 -0.078 -0.008 0.049 0.2566
H -1.32116 -3.58695 -3.24139 0.076 -0.008 0.014 0.2104
H 0.75722 -3.78048 -2.05771 -0.070 0.041 -0.081 0.4880
H 0.01334 -3.60459 -0.44115 -0.047 -0.074 -0.014 0.3553
```
Positions in Å, forces in eV/Å.

***

# C8H12O2

A 2-piece molecular cluster, C8H12O2 overall (ωB97M-V with the def2-TZVPD basis set, OMol25).

Output
Relative energy (zero: lowest compared OMol25 entry of this formula, charge and spin) (eV): 0.3064
Net charge: 0

The geometry in XYZ format:
```
22
Properties=species:S:1:pos:R:3:forces:R:3:mulliken_charge:R:1
O 0.39719 2.44688 0.36684 -0.422 -0.963 -0.618 -0.5192
C 1.67090 2.27473 -0.11352 0.148 0.053 0.000 0.8247
C 2.64002 3.18310 0.31345 0.017 0.180 0.133 -0.4578
C 3.95043 3.05778 -0.14126 0.034 0.094 0.063 -0.2956
C 4.30233 2.03184 -1.01994 0.221 -0.048 -0.097 -0.5178
C 3.32917 1.12783 -1.44248 0.024 -0.062 -0.054 -0.4291
C 2.01422 1.24612 -0.99189 -0.101 -0.105 -0.052 -0.4739
H -0.17757 1.73969 -0.01483 0.642 0.859 0.479 0.2919
H 2.34826 3.98478 1.00467 0.145 -0.404 -0.348 0.3603
H 4.70860 3.77573 0.19835 -0.367 -0.352 -0.168 0.3226
H 5.33682 1.93725 -1.37560 -0.529 0.049 0.182 0.3299
H 3.59122 0.31576 -2.13348 -0.128 0.399 0.340 0.3250
H 1.24881 0.53317 -1.32571 0.307 0.292 0.139 0.2390
C -3.08976 -3.48532 1.14731 0.287 -0.130 0.110 -1.0089
C -4.46637 -2.99467 0.75987 -0.220 -0.009 0.070 -0.1531
O -4.32479 -2.21901 -0.43349 -0.916 0.205 -0.060 -0.5259
H -2.41608 -2.63083 1.32793 -0.246 -0.343 -0.073 0.2587
H -2.66355 -4.10492 0.34043 -0.149 0.249 0.319 0.2750
H -3.14224 -4.09241 2.06671 0.036 0.224 -0.340 0.3341
H -5.14594 -3.85134 0.58735 0.231 0.286 0.044 0.2600
H -4.89898 -2.38030 1.57279 0.149 -0.194 -0.276 0.2596
H -5.21270 -1.89582 -0.69341 0.835 -0.282 0.208 0.3006
```
Positions in Å, forces in eV/Å.

***

# C6H7Cl2NO2S

One molecule with the formula C6H7Cl2NO2S (ωB97M-V with the def2-TZVPD basis set, OMol25).

Output
Relative energy (zero: lowest compared OMol25 entry of this formula, charge and spin) (eV): 0.0000
Net charge: 0

The geometry in XYZ format:
```
19
Properties=species:S:1:pos:R:3:forces:R:3:mulliken_charge:R:1
C -0.70171 0.09913 0.96589 0.262 2.630 1.439 -0.8351
C 0.04081 -0.21405 -0.25244 2.716 -3.379 1.101 -0.8788
N 1.47819 0.18836 -0.27949 -0.851 0.368 0.290 -0.0005
C 2.55897 -0.63288 0.09951 2.072 2.392 -0.178 -0.2363
C 2.46411 -2.03419 0.38199 -0.237 -1.421 0.058 0.6987
O 1.37546 -2.53102 0.47591 0.069 -1.216 0.570 -0.5897
O 3.59462 -2.78813 0.49553 0.443 1.456 -0.806 -0.4783
C 3.74574 0.05036 0.05990 -0.920 -0.472 -0.154 0.7750
Cl 5.39330 -0.40219 0.29381 -0.253 -0.159 0.100 -0.2574
S 3.56370 1.66362 -0.45907 0.309 1.107 -0.757 -0.2170
C 1.76712 1.58818 -0.44045 0.326 -1.160 -0.709 -0.1717
Cl 1.26743 2.75762 0.87957 -0.393 0.187 0.241 -0.2243
H -0.31728 -0.62432 1.64701 0.360 0.113 1.467 0.2927
H -0.62319 1.20362 1.30714 -0.247 -2.154 -0.320 0.1914
H -1.71552 -0.18083 0.86784 -1.305 -0.059 -0.373 0.3654
H -0.38940 0.00526 -1.14170 -1.286 1.273 -2.817 0.5947
H 0.10129 -1.34681 -0.19336 -0.183 1.563 -0.785 0.2753
H 4.38465 -2.26079 0.15031 -1.295 -1.031 0.789 0.2633
H 1.28056 1.96312 -1.37024 0.415 -0.037 0.846 0.4325
```
Positions in Å, forces in eV/Å.

***

# C3H16N2O4

A 5-piece molecular cluster, C3H16N2O4 overall (ωB97M-V with the def2-TZVPD basis set, OMol25).

Output
Multiplicity: 2
Relative energy (zero: lowest compared OMol25 entry of this formula, charge and spin) (eV): 0.0000
<S²>: 0.76
Net charge: +1

The geometry in XYZ format:
```
25
Properties=species:S:1:pos:R:3:forces:R:3:mulliken_charge:R:1
C -0.37090 0.57947 -2.27201 0.599 -0.766 0.208 -1.0948
C -1.75624 0.68433 -1.65594 0.903 -0.027 0.826 -0.2721
N -0.38628 2.02753 0.86622 0.545 0.001 0.076 -0.3263
C -1.18103 0.96558 0.85533 0.435 0.363 0.284 0.2088
N -1.68330 0.54220 -0.22073 -0.654 -0.711 -0.591 -0.0349
H -0.50855 0.62078 -3.34680 0.319 0.231 -0.140 0.3346
H 0.17150 -0.33437 -2.01971 -0.608 -0.455 -0.179 0.3155
H 0.35976 1.28998 -1.90119 -0.275 0.833 -0.314 0.4084
H -2.41316 -0.09650 -2.03830 -0.193 0.020 0.013 0.3075
H -2.18560 1.66214 -1.84270 -0.483 0.173 -0.075 0.3287
H -0.00160 2.32134 1.75075 0.127 0.076 -0.088 0.2911
H 0.14773 2.18669 0.02526 0.071 0.683 -0.003 0.1879
H -1.33134 0.49060 1.81865 -0.661 -0.170 -0.176 0.2894
H 2.44203 1.77390 0.43121 0.009 -0.238 0.094 0.2858
H 3.77431 2.01578 -0.14758 0.461 -0.026 -0.273 0.3061
O 2.84842 2.05607 -0.39202 -0.566 0.139 0.185 -0.5899
H 3.47948 -1.26222 -0.41313 -0.012 -0.474 0.199 0.3082
H 3.69572 -1.42888 1.15527 -0.080 -0.445 -0.312 0.3185
O 3.77231 -0.84580 0.39788 0.069 0.945 0.188 -0.6081
H -1.02462 -1.19294 2.90771 -0.395 0.943 0.167 0.3078
H -1.38667 -2.63732 2.76896 0.118 -0.196 0.184 0.3333
O -0.67673 -2.05260 3.06911 0.184 -0.902 -0.309 -0.6154
H -1.40178 -2.73792 0.41167 0.331 -0.630 0.852 0.2911
H -2.34206 -3.16033 -0.53484 -0.832 -0.837 -0.371 0.3071
O -2.04141 -3.46750 0.32693 0.587 1.472 -0.445 -0.5881
```
Positions in Å, forces in eV/Å.

***

# C2H4ClOP

One molecule with the formula C2H4ClOP (ωB97M-V with the def2-TZVPD basis set, OMol25).

Output
Relative energy (zero: lowest compared OMol25 entry of this formula, charge and spin) (eV): 1.7297
Net charge: 0

The geometry in XYZ format:
```
9
Properties=species:S:1:pos:R:3:forces:R:3:mulliken_charge:R:1
O -2.31094 -0.70917 -0.71402 -0.281 -0.042 -0.106 -0.4216
C -1.17517 -0.87665 -0.37462 0.139 -0.090 0.063 0.0621
P -0.42772 -0.21907 1.18823 1.744 0.972 -1.236 0.0476
C 1.09149 0.62338 0.08600 -1.616 -0.978 1.670 -0.5915
Cl 2.20960 -0.69572 -0.25207 0.310 -0.111 -0.189 -0.1550
H -0.45748 -1.45431 -0.99031 -0.065 -0.066 -0.104 0.3241
H -1.22792 0.93091 1.17419 -0.222 0.214 0.082 0.0656
H 1.58024 1.35580 0.72043 -0.006 0.043 -0.137 0.3249
H 0.71790 1.04482 -0.83782 -0.001 0.058 -0.043 0.3438
```
Positions in Å, forces in eV/Å.

***

Sequential max |F| output: 0.055, 0.034, 0.024, 0.087, 0.032, 0.049 Eh/bohr
Sequential E_tot output: -86199.70537, -108028.48723, -12585.13150, -47799.40813, -14531.25031, -25996.19385 eV